## w
ORCA calculation (wB97M-V/def2-TZVPD) on a cluster of 3 separate species, C2H13N2O2 in total.

Computed properties:
- Frontier orbital gap: 10.94 eV

```
! RIJCOSX wB97M-V def2-TZVPD def2/J DEFGRID3
* xyz 1 1
C 0.8550 -1.4174 -0.5718
N 0.6267 -1.6547 -2.0452
C 0.8733 0.1471 -0.4228
N -0.4057 0.6951 -0.8969
H 1.7410 -2.0045 -0.3160
H 0.0672 -1.7744 0.1138
H 1.4981 -1.3162 -2.4619
H 0.7265 -2.6492 -2.2660
H 1.6998 0.6687 -0.8810
H 1.0328 0.2479 0.6421
H -1.2234 0.6415 -0.2299
H -0.2840 1.6926 -1.0380
H -0.7458 0.2068 -1.7395
H -2.9386 0.2041 1.5031
H -1.7193 -0.6301 1.4243
O -2.0566 0.2196 1.1139
H -0.1279 1.6878 3.2266
H 0.1404 2.9943 2.4335
O 0.2404 2.0410 2.4117
*
```

Here is what Löwdin gives for the atomic charges, in e: atom 1 (C): -0.21, atom 2 (N): -0.02, atom 3 (C): -0.16, atom 4 (N): 0.17, atom 5 (H): 0.12, atom 6 (H): 0.11, atom 7 (H): 0.08, atom 8 (H): 0.08, atom 9 (H): 0.13, atom 10 (H): 0.11, atom 11 (H): 0.10, atom 12 (H): 0.17, atom 13 (H): 0.16, atom 14 (H): 0.09, atom 15 (H): 0.07, atom 16 (O): -0.03, atom 17 (H): 0.04, atom 18 (H): 0.04, atom 19 (O): -0.06

---

## x
ORCA calculation (wB97M-V/def2-TZVPD) on a cluster of 3 separate species, C2H13N2O2 in total.

Computed properties:
- Frontier orbital gap: 11.46 eV

```
! RIJCOSX wB97M-V def2-TZVPD def2/J DEFGRID3
* xyz 1 1
N 0.2897 -0.1653 -0.2965
C -0.8902 0.2394 -1.0963
C -1.4866 1.5405 -0.4865
N -0.5848 2.1022 0.5130
H 0.0426 -0.9381 0.3322
H 1.0180 -0.5446 -0.9178
H 0.5808 0.6642 0.2424
H -0.6766 0.2479 -2.1583
H -1.6383 -0.5347 -0.9702
H -1.6947 2.2713 -1.2675
H -2.4472 1.2773 -0.0488
H -0.2726 3.0321 0.2731
H -1.0289 2.2187 1.4121
H 3.2395 -1.1625 -1.0327
H 2.5375 -2.3670 -0.4783
O 2.5109 -1.7677 -1.2413
H -0.1770 -2.7483 2.3308
H 0.3596 -1.4018 2.8361
O 0.3184 -1.9636 2.0546
*
```

Here is what Löwdin gives for the atomic charges, in e: atom 1 (N): 0.14, atom 2 (C): -0.12, atom 3 (C): -0.21, atom 4 (N): -0.01, atom 5 (H): 0.11, atom 6 (H): 0.11, atom 7 (H): 0.12, atom 8 (H): 0.13, atom 9 (H): 0.12, atom 10 (H): 0.12, atom 11 (H): 0.12, atom 12 (H): 0.09, atom 13 (H): 0.09, atom 14 (H): 0.07, atom 15 (H): 0.07, atom 16 (O): -0.05, atom 17 (H): 0.07, atom 18 (H): 0.06, atom 19 (O): -0.05

---

Which one sits at the top of the stability order? x does.

---

## w
ORCA calculation (wB97M-V/def2-TZVPD) on a cluster of 5 separate species, C3H14O4 in total.

Computed properties:
- SMILES string: C=CC.O.O.O.O
- Frontier orbital gap: 9.79 eV

```
! RIJCOSX wB97M-V def2-TZVPD def2/J DEFGRID3
* xyz 0 1
C 0.6359 1.1277 2.2856
C -0.3160 1.9469 1.8870
C -1.6747 1.4430 1.4496
H 1.5595 1.3763 2.7408
H 0.5613 0.0493 2.2361
H -0.2544 3.0690 1.8034
H -1.6976 0.4098 1.0559
H -2.3226 1.2702 2.3039
H -2.2018 2.2094 0.8792
O -1.2504 0.5893 -1.8256
H -1.8850 -0.1417 -1.6007
H -1.7905 1.3840 -1.9288
O 3.0413 -1.8155 -0.8129
H 2.3839 -2.4819 -1.1944
H 2.6850 -1.1587 -0.3369
O 1.0090 -1.3810 -2.4030
H 1.2630 -1.8471 -3.2103
H 0.7170 -0.4214 -2.5812
O -0.2573 -1.8796 0.1052
H -0.6764 -2.3419 -0.6139
H 0.4708 -1.4062 -0.2390
*
```

Here is what Löwdin gives for the atomic charges, in e: atom 1 (C): -0.03, atom 2 (C): -0.23, atom 3 (C): -0.13, atom 4 (H): 0.03, atom 5 (H): 0.05, atom 6 (H): 0.11, atom 7 (H): 0.06, atom 8 (H): 0.06, atom 9 (H): 0.06, atom 10 (O): -0.08, atom 11 (H): 0.07, atom 12 (H): 0.04, atom 13 (O): -0.05, atom 14 (H): 0.07, atom 15 (H): -0.06, atom 16 (O): -0.10, atom 17 (H): 0.06, atom 18 (H): 0.09, atom 19 (O): -0.04, atom 20 (H): 0.03, atom 21 (H): -0.03

---

## x
ORCA calculation (wB97M-V/def2-TZVPD) on a cluster of 4 separate species, C3H14O4 in total.

Computed properties:
- SMILES string: CCCO.O.O.O
- Frontier orbital gap: 11.23 eV

```
! RIJCOSX wB97M-V def2-TZVPD def2/J DEFGRID3
* xyz 0 1
C 3.1950 0.4405 0.6873
C 2.2610 -0.2111 -0.3943
C 0.8807 -0.5303 0.2711
O 0.0234 -0.8583 -0.9459
H 3.3299 -0.1943 1.5675
H 4.1697 0.7923 0.3235
H 2.7472 1.4028 0.8895
H 2.7718 -1.2283 -0.5829
H 2.1241 0.2445 -1.3628
H 0.7073 0.3585 0.8812
H 0.7456 -1.3771 1.0111
H -0.1621 -0.0093 -1.4674
O -3.8117 0.8998 0.6092
H -4.3774 0.6552 -0.1339
H -3.3175 0.0815 0.6864
O -2.3462 -1.4828 0.4438
H -1.5196 -1.0696 0.1637
H -2.0627 -2.1167 1.1293
O -1.4535 1.6465 -1.3910
H -1.7477 0.7526 -1.6897
H -2.1573 1.8037 -0.6955
*
```

Here is what Löwdin gives for the atomic charges, in e: atom 1 (C): -0.11, atom 2 (C): -0.23, atom 3 (C): -0.20, atom 4 (O): -0.16, atom 5 (H): 0.08, atom 6 (H): 0.07, atom 7 (H): 0.06, atom 8 (H): 0.12, atom 9 (H): 0.10, atom 10 (H): 0.10, atom 11 (H): 0.13, atom 12 (H): 0.08, atom 13 (O): -0.06, atom 14 (H): 0.05, atom 15 (H): -0.02, atom 16 (O): -0.06, atom 17 (H): -0.01, atom 18 (H): 0.07, atom 19 (O): -0.09, atom 20 (H): 0.04, atom 21 (H): 0.05

---

Which one sits at the top of the stability order? x does.

---

## w
ORCA calculation (wB97M-V/def2-TZVPD) on a cluster of 3 separate species, CH6O4 in total.

Computed properties:
- SMILES string: O=CO.O.O
- Frontier orbital gap: 10.99 eV

```
! RIJCOSX wB97M-V def2-TZVPD def2/J DEFGRID3
* xyz 0 1
O 1.2552 -0.0922 -0.2134
C 0.1016 0.0318 -0.4758
O -0.8377 -0.0486 0.4654
H -0.2723 0.2500 -1.4856
H -1.7448 -0.1771 0.1555
O -3.1111 -1.7030 -0.9626
H -2.5021 -2.4518 -0.9275
H -3.4185 -1.7487 -1.8823
O 2.9048 1.8750 1.2657
H 2.0320 1.7260 1.6519
H 2.9843 1.0120 0.8388
*
```

Here is what Löwdin gives for the atomic charges, in e: atom 1 (O): 0.07, atom 2 (C): -0.39, atom 3 (O): 0.08, atom 4 (H): 0.14, atom 5 (H): 0.08, atom 6 (O): -0.06, atom 7 (H): 0.05, atom 8 (H): 0.05, atom 9 (O): -0.07, atom 10 (H): 0.02, atom 11 (H): 0.01

---

## x
ORCA calculation (wB97M-V/def2-TZVPD) on a cluster of 3 separate species, CH6O4 in total.

Computed properties:
- SMILES string: O=CO.O.O
- Frontier orbital gap: 11.53 eV

```
! RIJCOSX wB97M-V def2-TZVPD def2/J DEFGRID3
* xyz 0 1
O 1.3383 0.4994 1.7812
C 0.6335 1.3655 1.3709
O 0.6137 1.8520 0.0948
H -0.0647 1.9424 1.9868
H 1.2747 1.4533 -0.5106
O 0.2960 -1.3513 -1.8514
H 0.2173 -1.9642 -1.0941
H -0.5440 -0.9812 -2.1491
O -2.3226 -1.7674 -0.6732
H -2.3584 -0.9065 -0.2504
H -1.5813 -1.8109 -1.3327
*
```

Here is what Löwdin gives for the atomic charges, in e: atom 1 (O): 0.08, atom 2 (C): -0.39, atom 3 (O): 0.04, atom 4 (H): 0.14, atom 5 (H): 0.12, atom 6 (O): -0.06, atom 7 (H): 0.06, atom 8 (H): 0.03, atom 9 (O): -0.07, atom 10 (H): 0.04, atom 11 (H): 0.01

---

Which one sits at the top of the stability order? w does.

---

## w
ORCA calculation (wB97M-V/def2-TZVPD) on the molecule C2HClO.

Computed properties:
- SMILES string: O=C=CCl
- Frontier orbital gap: 9.60 eV

```
! RIJCOSX wB97M-V def2-TZVPD def2/J DEFGRID3
* xyz 0 1
O -0.8297 -1.7157 -0.1042
C -0.4394 -0.6635 -0.0555
C 0.0337 0.5227 -0.0534
Cl 1.7511 0.4589 -0.1182
H -0.5157 1.3976 0.3313
*
```

Here is what Löwdin gives for the atomic charges, in e: atom 1 (O): 0.23, atom 2 (C): -0.37, atom 3 (C): -0.57, atom 4 (Cl): 0.62, atom 5 (H): 0.09

---

## x
ORCA calculation (wB97M-V/def2-TZVPD) on the molecule C2HClO.

Computed properties:
- SMILES string: O=C=CCl
- Frontier orbital gap: 9.40 eV

```
! RIJCOSX wB97M-V def2-TZVPD def2/J DEFGRID3
* xyz 0 1
O -0.6580 -0.1176 1.8692
C -0.1877 -0.0614 0.7899
C 0.2212 -0.0816 -0.4644
Cl 0.1927 1.3573 -1.4053
H 0.4319 -1.0967 -0.7894
*
```

Here is what Löwdin gives for the atomic charges, in e: atom 1 (O): 0.16, atom 2 (C): -0.26, atom 3 (C): -0.60, atom 4 (Cl): 0.61, atom 5 (H): 0.08

---

Which one sits at the top of the stability order? x does.

---

## w
ORCA calculation (wB97M-V/def2-TZVPD) on a structure of composition C5H5N.

Computed properties:
- Frontier orbital gap (alpha / beta): 7.73 / 7.93 eV

```
! RIJCOSX wB97M-V def2-TZVPD def2/J DEFGRID3
* xyz 0 3
C -0.3307 0.0182 1.1583
C -0.7769 -0.0035 -0.1831
C 1.0718 0.2241 0.6725
C 2.3287 -0.0035 1.1150
C -1.9411 -0.2164 -1.0339
N 0.3169 0.7655 -0.4007
H 3.1617 0.3359 0.4266
H 2.5899 -0.5343 2.0905
H -2.6151 -0.8799 -0.5311
H -1.3710 -0.4118 -2.0001
H -2.4341 0.7056 -1.3139
*
```

Here is what Löwdin gives for the atomic charges, in e: atom 1 (C): 0.15, atom 2 (C): -0.34, atom 3 (C): -0.37, atom 4 (C): 0.03, atom 5 (C): -0.02, atom 6 (N): 0.12, atom 7 (H): 0.07, atom 8 (H): 0.08, atom 9 (H): 0.08, atom 10 (H): 0.12, atom 11 (H): 0.09

---

## x
ORCA calculation (wB97M-V/def2-TZVPD) on the molecule C5H5N.

Computed properties:
- Frontier orbital gap (alpha / beta): 6.73 / 6.48 eV

```
! RIJCOSX wB97M-V def2-TZVPD def2/J DEFGRID3
* xyz 0 3
C -0.8129 -0.3703 -1.4268
C 0.1079 -0.2465 -0.5689
C -1.5370 0.3220 -2.4365
C 0.9398 -0.0230 0.4100
C 0.7593 -0.0791 1.9253
N -1.4770 -0.9399 -2.5367
H -2.0943 1.1572 -2.7732
H 2.0064 0.1437 0.1338
H -0.2877 0.1045 2.1792
H 1.3478 0.8348 2.4999
H 1.0477 -0.9035 2.5938
*
```

Here is what Löwdin gives for the atomic charges, in e: atom 1 (C): -0.18, atom 2 (C): 0.06, atom 3 (C): -0.17, atom 4 (C): -0.14, atom 5 (C): -0.11, atom 6 (N): 0.10, atom 7 (H): 0.07, atom 8 (H): 0.12, atom 9 (H): 0.06, atom 10 (H): 0.13, atom 11 (H): 0.06

---

Which one sits at the top of the stability order? w does.

---

## w
ORCA calculation (wB97M-V/def2-TZVPD) on a cluster of 3 separate species, C2H6N2O4 in total.

Computed properties:
- SMILES string: COC#N.O=NO.O
- Frontier orbital gap: 10.87 eV

```
! RIJCOSX wB97M-V def2-TZVPD def2/J DEFGRID3
* xyz 0 1
C 1.8708 -1.3219 0.2140
O 2.5044 -0.0668 -0.0588
C 2.0444 1.0055 0.5181
N 1.5279 1.9322 0.9473
H 1.1048 -1.5472 -0.5091
H 1.6367 -1.3602 1.2368
H 2.7235 -2.1121 -0.0422
O -2.4115 0.7516 -1.7135
N -1.9236 -0.3082 -1.4401
O -1.4510 -0.4700 -0.1727
H -1.4925 0.4717 0.3407
O -1.2665 2.6870 0.0397
H -0.5764 2.1359 -0.4802
H -0.8155 3.5095 0.2473
*
```

Here is what Löwdin gives for the atomic charges, in e: atom 1 (C): -0.03, atom 2 (O): -0.05, atom 3 (C): -0.34, atom 4 (N): 0.17, atom 5 (H): 0.08, atom 6 (H): 0.08, atom 7 (H): 0.14, atom 8 (O): 0.01, atom 9 (N): -0.11, atom 10 (O): -0.06, atom 11 (H): 0.15, atom 12 (O): -0.12, atom 13 (H): 0.05, atom 14 (H): 0.03

---

## x
ORCA calculation (wB97M-V/def2-TZVPD) on the molecule C2H6N2O4.

Computed properties:
- SMILES string: CON(OC)[N+](=O)[O-]
- Frontier orbital gap: 11.00 eV

```
! RIJCOSX wB97M-V def2-TZVPD def2/J DEFGRID3
* xyz 0 1
C -1.8722 0.4810 -0.7849
O -1.1003 0.2556 0.3762
N 0.0812 -0.4618 0.1711
O 1.1260 0.2373 0.8154
C 1.9588 0.8201 -0.1815
N -0.0591 -1.6865 1.2519
O -0.7962 -2.5271 0.8755
O 0.6128 -1.5642 2.2196
H -2.5558 1.2314 -0.4932
H -2.3488 -0.5212 -1.1731
H -1.4073 0.7317 -1.7537
H 2.8201 1.0742 0.4213
H 1.5356 1.7559 -0.6951
H 2.0052 0.1736 -1.0495
*
```

Here is what Löwdin gives for the atomic charges, in e: atom 1 (C): -0.09, atom 2 (O): -0.13, atom 3 (N): 0.00, atom 4 (O): -0.16, atom 5 (C): -0.07, atom 6 (N): -0.34, atom 7 (O): 0.12, atom 8 (O): 0.13, atom 9 (H): 0.07, atom 10 (H): 0.12, atom 11 (H): 0.08, atom 12 (H): 0.09, atom 13 (H): 0.10, atom 14 (H): 0.08

---

Which one sits at the top of the stability order? w does.

---

## w
ORCA calculation (wB97M-V/def2-TZVPD) on a cluster of 2 separate species, H5N3S in total.

Computed properties:
- Frontier orbital gap (alpha / beta): 6.58 / 9.23 eV

```
! RIJCOSX wB97M-V def2-TZVPD def2/J DEFGRID3
* xyz 0 1
N -1.8769 -0.7818 0.2543
N -0.7973 -0.2107 -0.3264
N 2.7229 0.7649 -0.1683
S 2.1081 -0.7114 0.2235
H -2.2282 -0.7409 1.2689
H -0.0704 0.0881 0.4199
H -2.2823 -1.3827 -0.4436
H 3.0777 0.9716 -1.1637
H 3.5042 0.9390 0.4901
*
```

Here is what Löwdin gives for the atomic charges, in e: atom 1 (N): -0.12, atom 2 (N): -0.10, atom 3 (N): -0.51, atom 4 (S): 0.52, atom 5 (H): 0.13, atom 6 (H): -0.05, atom 7 (H): 0.07, atom 8 (H): 0.07, atom 9 (H): 0.01

---

## x
ORCA calculation (wB97M-V/def2-TZVPD) on the molecule H5N3S.

Computed properties:
- SMILES string: NN(N)S
- Frontier orbital gap: 9.02 eV

```
! RIJCOSX wB97M-V def2-TZVPD def2/J DEFGRID3
* xyz 0 1
N -0.5337 1.2282 0.0100
N 0.2503 0.1051 -0.1924
N -0.6188 -0.9713 -0.0438
S 1.9250 0.1229 0.1349
H -0.7903 1.2360 1.0621
H -1.4226 1.0009 -0.4327
H -0.1363 -1.8588 -0.2216
H -0.9128 -1.0324 0.9001
H 2.2392 0.1695 -1.2166
*
```

Here is what Löwdin gives for the atomic charges, in e: atom 1 (N): -0.05, atom 2 (N): -0.79, atom 3 (N): -0.02, atom 4 (S): 0.71, atom 5 (H): 0.09, atom 6 (H): 0.07, atom 7 (H): 0.08, atom 8 (H): 0.05, atom 9 (H): -0.13

---

Which one sits at the top of the stability order? x does.

---

## w
ORCA calculation (wB97M-V/def2-TZVPD) on a cluster of 3 separate species, C3H12NO3 in total.

Computed properties:
- Frontier orbital gap: 8.42 eV

```
! RIJCOSX wB97M-V def2-TZVPD def2/J DEFGRID3
* xyz -1 1
C 1.2574 0.7962 1.8145
N 0.5433 1.8414 1.0902
C -0.8659 1.5748 0.9261
C -1.2398 0.4334 -0.0615
O -0.5957 0.6403 -1.2731
H 2.3236 1.0170 1.6660
H 1.1225 -0.2171 1.4209
H 1.0350 0.8709 2.8773
H 1.0036 1.9831 0.2045
H -1.3367 2.4473 0.4691
H -1.3058 1.3084 1.8796
H -2.3112 0.6017 -0.1895
H -1.0910 -0.5726 0.3648
H 1.1527 -1.1613 -2.3546
H -0.1675 -0.2937 -1.6125
O 0.2720 -1.5040 -2.1471
H 1.0649 -2.3037 0.3530
H 0.0885 -2.3617 -0.7709
O 0.3461 -2.8820 0.0708
*
```

Here is what Löwdin gives for the atomic charges, in e: atom 1 (C): -0.14, atom 2 (N): -0.14, atom 3 (C): -0.25, atom 4 (C): -0.33, atom 5 (O): -0.17, atom 6 (H): 0.07, atom 7 (H): 0.06, atom 8 (H): 0.07, atom 9 (H): 0.09, atom 10 (H): 0.10, atom 11 (H): 0.10, atom 12 (H): 0.09, atom 13 (H): 0.10, atom 14 (H): -0.05, atom 15 (H): -0.02, atom 16 (O): -0.37, atom 17 (H): -0.02, atom 18 (H): -0.02, atom 19 (O): -0.17

---

## x
ORCA calculation (wB97M-V/def2-TZVPD) on a cluster of 3 separate species, C3H12NO3 in total.

Computed properties:
- Frontier orbital gap: 8.07 eV

```
! RIJCOSX wB97M-V def2-TZVPD def2/J DEFGRID3
* xyz -1 1
C -0.0177 -0.9452 -0.2258
O 1.2784 -0.4368 -0.2369
C -1.0411 0.2170 -0.2451
C -2.3473 -0.2899 0.3282
N -0.3217 1.4962 0.2345
H -0.2953 -1.6856 0.6347
H -0.3367 -1.6205 -1.0656
H -1.2552 0.4167 -1.3713
H -2.2532 -0.5158 1.4044
H -2.9661 0.4724 0.5054
H -2.7758 -1.1310 -0.1270
H -0.1645 1.4343 1.2458
H 0.6853 1.4688 -0.0192
H 1.8011 0.5714 -1.4729
H 0.7880 0.3523 -2.4826
O 1.4978 1.0454 -2.3061
H 3.0524 0.2411 2.0458
H 2.0972 -0.5242 1.1402
O 2.5744 -0.5666 2.0136
*
```

Here is what Löwdin gives for the atomic charges, in e: atom 1 (C): -0.39, atom 2 (O): -0.37, atom 3 (C): -0.41, atom 4 (C): -0.10, atom 5 (N): 0.01, atom 6 (H): 0.11, atom 7 (H): 0.09, atom 8 (H): 0.13, atom 9 (H): 0.08, atom 10 (H): 0.01, atom 11 (H): 0.06, atom 12 (H): 0.05, atom 13 (H): 0.04, atom 14 (H): 0.00, atom 15 (H): 0.04, atom 16 (O): -0.17, atom 17 (H): -0.02, atom 18 (H): -0.03, atom 19 (O): -0.12

---

Which one sits at the top of the stability order? w does.